(a)
This record from the Open Molecules 2025 dataset describes a cluster of 2 separate species, C2H7N2O in total. The level of theory is the ωB97M-V functional and the def2-TZVPD basis.

The calculation puts the HOMO-LUMO gap at 0.3574 Eh. The HOMO energy is -14.41 eV.

Structure (ORCA input):
```
! RIJCOSX wB97M-V def2-TZVPD def2/J DEFGRID3
* xyz 1 1
C 1.782 -0.731 0.042
C -2.817 0.118 0.120
N 1.156 0.403 -0.496
N -1.599 0.162 -0.194
O 2.230 0.631 0.486
H 1.209 -1.149 0.946
H 2.630 -1.363 -0.446
H -3.733 -0.011 -0.510
H -2.897 0.462 1.144
H 3.161 0.990 0.148
H 0.265 0.489 -0.091
H -1.387 0.000 -1.149
*
```


(b)
This record from the Open Molecules 2025 dataset describes a cluster of 2 separate species, C2H7N2O in total. The level of theory is the ωB97M-V functional and the def2-TZVPD basis.

The calculation puts the HOMO-LUMO gap (alpha / beta) at 0.3291 / 0.3291 Eh. The HOMO energy (alpha / beta) is -14.01 / -14.01 eV.

Structure (ORCA input):
```
! RIJCOSX wB97M-V def2-TZVPD def2/J DEFGRID3
* xyz 1 1
C 1.217 -0.239 -0.675
C -1.266 -0.708 0.200
N 1.901 0.220 0.283
N -0.861 0.342 -0.491
O -0.994 1.535 0.089
H 1.452 -0.755 -1.559
H -1.346 -1.608 -0.462
H -2.352 -0.496 0.583
H -0.746 -0.992 1.070
H 2.847 -0.159 0.650
H 1.297 0.722 0.970
H -1.150 2.139 -0.659
*
```


The most stable of them is (a).


(a)
This record from the Open Molecules 2025 dataset describes a cluster of 2 separate species, C4H11NO2S in total. The level of theory is the ωB97M-V functional and the def2-TZVPD basis.

The calculation puts the HOMO-LUMO gap at 0.3759 Eh. The HOMO energy is -9.74 eV.

Structure (ORCA input):
```
! RIJCOSX wB97M-V def2-TZVPD def2/J DEFGRID3
* xyz 0 1
C -0.850 -0.985 0.517
C -0.385 1.459 0.487
C 0.169 -0.030 -1.773
C -0.500 0.199 -0.241
N 2.459 -0.618 1.005
O -1.487 2.035 -2.016
O -2.612 -0.288 -2.042
S -1.501 0.617 -1.589
H 0.024 -1.319 1.041
H -1.458 -1.754 0.075
H -1.482 -0.651 1.373
H -0.926 2.211 0.084
H 0.689 1.758 0.503
H -0.817 1.495 1.493
H 0.312 -1.055 -2.032
H 1.064 0.661 -1.760
H 2.520 -0.653 2.063
H 2.942 0.219 0.779
H 3.013 -1.382 0.588
*
```


(b)
This record from the Open Molecules 2025 dataset describes a cluster of 2 separate species, C4H11NO2S in total. The level of theory is the ωB97M-V functional and the def2-TZVPD basis.

The calculation puts the HOMO-LUMO gap at 0.3494 Eh. The HOMO energy is -8.67 eV.

Structure (ORCA input):
```
! RIJCOSX wB97M-V def2-TZVPD def2/J DEFGRID3
* xyz 0 1
C 1.089 0.322 -1.822
C -0.075 -0.607 -1.595
C -0.159 -1.309 -0.202
S -1.096 -0.451 1.058
C 1.155 1.585 -0.962
N 0.975 2.745 -1.655
O 1.385 1.553 0.222
H 1.177 0.637 -2.868
H 2.048 -0.166 -1.641
H -1.007 -0.072 -1.758
H -0.052 -1.419 -2.327
H -0.523 -2.325 -0.433
H 0.861 -1.513 0.036
H -0.029 0.029 1.694
H 1.226 3.648 -1.307
H 0.518 2.726 -2.534
H -1.709 -1.863 5.297
H -3.217 -2.106 5.482
O -2.565 -1.416 5.315
*
```


(c)
This record from the Open Molecules 2025 dataset describes a cluster of 2 separate species, C4H11NO2S in total. The level of theory is the ωB97M-V functional and the def2-TZVPD basis.

The calculation puts the HOMO-LUMO gap at 0.3609 Eh. The HOMO energy is -9.27 eV.

Structure (ORCA input):
```
! RIJCOSX wB97M-V def2-TZVPD def2/J DEFGRID3
* xyz 0 1
O -1.218 -2.644 0.702
C -1.184 -1.637 0.026
C 0.021 -0.743 0.258
C -0.495 0.682 0.626
C 0.580 1.700 0.877
S 1.204 2.315 -0.785
N 0.931 -1.146 1.296
H -1.977 -1.264 -0.615
H 0.546 -0.674 -0.694
H -1.249 1.086 -0.040
H -1.097 0.566 1.540
H 1.355 1.351 1.547
H 0.217 2.691 1.160
H 2.055 1.311 -1.069
H 0.512 -0.925 2.193
H 1.305 -2.081 1.311
H -0.192 0.263 -2.219
H -0.581 -0.394 -3.543
O -0.732 -0.454 -2.572
*
```


(d)
This record from the Open Molecules 2025 dataset describes a structure of composition C4H11NO2S. The level of theory is the ωB97M-V functional and the def2-TZVPD basis.

The calculation puts the HOMO-LUMO gap at 0.3040 Eh. The HOMO energy is -8.69 eV.

Structure (ORCA input):
```
! RIJCOSX wB97M-V def2-TZVPD def2/J DEFGRID3
* xyz 0 1
C -0.295 -1.309 -0.814
C -0.694 -0.001 -0.066
C -0.118 -0.231 1.457
C -0.151 1.205 -0.829
H 1.528 -1.903 -0.175
H 1.537 -0.480 -1.018
H -0.642 -2.082 -0.257
H -0.986 -1.308 -1.706
H -2.488 1.386 0.455
H -0.592 -1.045 1.936
H -0.310 0.607 2.012
H 1.507 0.249 1.064
H -0.652 2.023 -0.302
H -0.393 1.101 -1.999
H 1.564 2.587 0.056
N 1.093 -1.546 -1.040
O 1.252 -0.562 1.453
O 1.246 1.433 -0.354
S -2.407 -0.125 0.125
*
```


The most stable of them is (b).


(a)
This record from the Open Molecules 2025 dataset describes the molecule C6H13N3. The level of theory is the ωB97M-V functional and the def2-TZVPD basis.

The calculation puts the HOMO-LUMO gap at 0.3339 Eh. The HOMO energy is -8.08 eV.

Structure (ORCA input):
```
! RIJCOSX wB97M-V def2-TZVPD def2/J DEFGRID3
* xyz 0 1
C -0.059 0.547 -0.129
C -1.802 0.004 1.612
N 0.754 -0.625 0.135
C -1.506 0.212 0.160
N 0.192 -1.802 -0.412
N 0.136 0.977 -1.510
C 2.130 -0.508 0.176
C -2.418 0.109 -0.790
C 2.857 0.589 0.366
H 0.266 1.310 0.605
H 0.287 -1.811 -1.430
H 0.680 -2.606 -0.029
H -0.410 1.810 -1.696
H 1.116 1.201 -1.655
H 2.631 -1.469 0.117
H -2.832 -0.309 1.755
H -1.632 0.924 2.173
H -1.137 -0.758 2.012
H -2.171 0.242 -1.828
H -3.443 -0.129 -0.560
H 2.437 1.575 0.449
H 3.923 0.516 0.478
*
```


(b)
This record from the Open Molecules 2025 dataset describes the molecule C6H13N3. The level of theory is the ωB97M-V functional and the def2-TZVPD basis.

The calculation puts the HOMO-LUMO gap at 0.3107 Eh. The HOMO energy is -7.49 eV.

Structure (ORCA input):
```
! RIJCOSX wB97M-V def2-TZVPD def2/J DEFGRID3
* xyz 0 1
C 2.227 -1.176 -1.365
C 0.344 0.343 -1.098
C -1.197 0.245 -0.937
C -1.897 1.164 0.162
C -1.081 1.094 1.506
C 1.027 -1.175 0.778
H 1.931 -1.464 -2.338
H 2.704 -2.045 -0.925
H 3.140 -0.469 -1.421
H 0.577 0.455 -2.206
H 0.690 1.324 -0.702
H -1.695 0.428 -1.900
H -1.488 -0.776 -0.641
H -1.784 2.175 -0.147
H -2.930 0.923 0.335
H -1.686 1.484 2.327
H -0.163 1.647 1.421
H -1.041 -0.303 2.995
H 1.699 -2.004 0.965
N 1.225 -0.614 -0.478
N -0.886 -0.301 1.944
N 0.284 -0.954 1.725
*
```


(c)
This record from the Open Molecules 2025 dataset describes a structure of composition C6H13N3. The level of theory is the ωB97M-V functional and the def2-TZVPD basis.

The calculation puts the HOMO-LUMO gap at 0.2766 Eh. The HOMO energy is -6.83 eV.

Structure (ORCA input):
```
! RIJCOSX wB97M-V def2-TZVPD def2/J DEFGRID3
* xyz 0 1
C -0.643 -2.380 -0.179
C 1.694 -0.412 0.750
N -0.662 -1.017 0.346
N 0.500 -0.289 -0.085
N -0.841 -0.905 1.739
C 0.603 -0.014 -1.513
C 0.447 1.321 -1.070
C -0.836 1.921 -0.736
C -1.004 3.236 -0.589
H -1.830 -0.801 1.928
H -0.486 -1.719 2.240
H 1.550 -0.322 -1.945
H 1.273 2.048 -1.099
H -1.666 1.235 -0.611
H -1.625 -2.825 -0.013
H -0.451 -2.317 -1.250
H 0.121 -3.012 0.300
H 2.490 0.187 0.316
H 2.027 -1.457 0.778
H 1.491 -0.074 1.767
H -0.182 3.932 -0.717
H -1.970 3.665 -0.357
*
```


The most stable of them is (a).


(a)
This record from the Open Molecules 2025 dataset describes a cluster of 2 separate species, C3H5P3 in total. The level of theory is the ωB97M-V functional and the def2-TZVPD basis.

The calculation puts the HOMO-LUMO gap at 0.2957 Eh. The HOMO energy is -8.71 eV.

Structure (ORCA input):
```
! RIJCOSX wB97M-V def2-TZVPD def2/J DEFGRID3
* xyz 0 1
C -0.794 0.033 1.484
C 1.120 -0.895 0.077
C -0.271 0.984 -1.377
P -0.555 -1.366 2.334
P 1.062 -2.152 1.092
P 0.446 0.682 0.334
H -1.847 0.778 2.203
H 1.835 -0.828 -0.785
H 0.513 0.635 -1.974
H -0.544 1.906 -1.896
H -0.965 0.222 -1.492
*
```


(b)
This record from the Open Molecules 2025 dataset describes the molecule C3H5P3. The level of theory is the ωB97M-V functional and the def2-TZVPD basis.

The calculation puts the HOMO-LUMO gap at 0.3048 Eh. The HOMO energy is -8.51 eV.

Structure (ORCA input):
```
! RIJCOSX wB97M-V def2-TZVPD def2/J DEFGRID3
* xyz 0 1
C -0.426 0.142 -0.118
C 2.025 -1.133 1.495
C -1.033 0.215 -1.473
P 0.760 -1.336 2.547
P 0.525 -1.444 0.374
P -0.327 1.407 0.998
H 3.068 -0.946 1.386
H -0.812 1.177 -1.936
H -2.120 0.121 -1.405
H -0.660 -0.585 -2.113
H -0.999 2.382 0.244
*
```


The most stable of them is (b).